(1)
Below is a 2-piece molecular cluster, C5H10O2 overall, with properties calculated with wB97M-V/def2-TZVPD.

Structure (ORCA input):
```
! wB97M-V def2-TZVPD RIJCOSX def2/J DEFGRID3
* xyz 0 1
C 1.71 -0.86 -0.09
C 0.43 -1.04 0.25
C -0.75 -0.69 -0.66
C -1.96 -0.06 0.05
O -0.36 0.07 -1.78
H 1.96 -0.38 -1.03
H 2.52 -1.07 0.60
H 0.17 -1.43 1.23
H -1.08 -1.66 -1.05
H -2.31 -0.67 0.89
H -1.77 0.96 0.41
H -2.78 0.01 -0.67
H -0.05 0.93 -1.45
C 1.06 1.48 0.84
O 0.91 2.05 -0.21
H 0.25 0.92 1.34
H 2.05 1.45 1.34
*
```

As for the total energy: -9440.2114 eV. The calculation puts the LUMO energy at 0.7 eV. For the frontier orbital gap, the calculation gives 10.49 eV. The highest occupied orbital energy is -9.8 eV. As for the SMILES: C=C[C@@H](C)O.C=O. The relative energy (zero: lowest compared OMol25 entry of this formula, charge and spin) comes out at 65.3 kcal per mole.

***

(2)
Below is a 2-piece molecular cluster, C5H10O2 overall, with properties calculated with wB97M-V/def2-TZVPD.

Structure (ORCA input):
```
! wB97M-V def2-TZVPD RIJCOSX def2/J DEFGRID3
* xyz 0 1
C -0.56 1.54 -1.53
C -0.32 0.26 -1.27
O 0.91 -0.29 -1.38
C 1.17 -1.38 -0.50
C 1.59 -0.90 0.87
H -1.58 1.92 -1.51
H 0.24 2.22 -1.80
H -1.11 -0.44 -0.98
H 0.28 -2.02 -0.44
H 1.97 -1.95 -0.98
H 0.76 -0.40 1.38
H 1.91 -1.75 1.49
H 2.43 -0.20 0.79
C -1.92 0.86 1.46
O -1.57 -0.23 1.85
H -1.29 1.76 1.57
H -2.91 1.01 0.98
*
```

As for the total energy: -9440.1611 eV. The calculation puts the LUMO energy at 0.8 eV. For the frontier orbital gap, the calculation gives 9.76 eV. The highest occupied orbital energy is -9.0 eV. As for the SMILES: C=COCC.C=O. The relative energy (zero: lowest compared OMol25 entry of this formula, charge and spin) comes out at 66.5 kcal per mole.

***

(3)
Below is one molecule with the formula C5H10O2 in a non-equilibrium geometry, with properties calculated with wB97M-V/def2-TZVPD.

Structure (ORCA input):
```
! wB97M-V def2-TZVPD RIJCOSX def2/J DEFGRID3
* xyz 0 1
C 2.26 -0.62 0.77
O 0.92 -0.90 0.44
C 0.52 -0.13 -0.65
C -0.93 -0.21 -0.92
C -1.92 -0.57 0.15
C -1.71 0.88 -0.03
O -0.92 1.61 0.83
H 2.93 -0.86 -0.07
H 2.51 -1.24 1.63
H 2.39 0.44 1.03
H 0.80 1.03 -0.35
H 1.16 -0.28 -1.53
H -1.23 -0.24 -1.96
H -2.87 -0.97 -0.20
H -1.52 -1.02 1.05
H -2.42 1.46 -0.62
H 0.02 1.63 0.41
*
```

As for the total energy: -9439.6126 eV. The calculation puts the LUMO energy at 0.9 eV. For the frontier orbital gap, the calculation gives 10.48 eV. The highest occupied orbital energy is -9.5 eV. As for the SMILES: COC[C@H]1C[C@H]1O. The relative energy (zero: lowest compared OMol25 entry of this formula, charge and spin) comes out at 79.1 kcal per mole.

***

(4)
Below is one molecule with the formula C5H10O2 in a non-equilibrium geometry, with properties calculated with wB97M-V/def2-TZVPD.

Structure (ORCA input):
```
! wB97M-V def2-TZVPD RIJCOSX def2/J DEFGRID3
* xyz 0 1
C 1.33 0.25 0.56
C 0.28 0.13 -0.54
C 0.79 -0.64 -1.76
C -1.05 -0.46 0.01
C -1.42 0.17 1.30
O -1.53 -0.34 2.37
O -1.61 1.53 1.16
H 0.99 0.21 1.59
H 1.90 1.18 0.47
H 2.07 -0.55 0.42
H 0.04 1.11 -0.96
H 1.87 -0.53 -1.83
H 0.38 -0.25 -2.69
H 0.57 -1.71 -1.71
H -1.85 -0.39 -0.72
H -0.88 -1.50 0.28
H -1.88 1.80 2.05
*
```

As for the total energy: -9442.5961 eV. The calculation puts the LUMO energy at 0.9 eV. For the frontier orbital gap, the calculation gives 11.41 eV. The highest occupied orbital energy is -10.6 eV. As for the SMILES: CC(C)CC(=O)O. The relative energy (zero: lowest compared OMol25 entry of this formula, charge and spin) comes out at 10.3 kcal per mole.

***

Copy entry 4 word for word.
Below is one molecule with the formula C5H10O2 in a non-equilibrium geometry, with properties calculated with wB97M-V/def2-TZVPD.

Structure (ORCA input):
```
! wB97M-V def2-TZVPD RIJCOSX def2/J DEFGRID3
* xyz 0 1
C 1.33 0.25 0.56
C 0.28 0.13 -0.54
C 0.79 -0.64 -1.76
C -1.05 -0.46 0.01
C -1.42 0.17 1.30
O -1.53 -0.34 2.37
O -1.61 1.53 1.16
H 0.99 0.21 1.59
H 1.90 1.18 0.47
H 2.07 -0.55 0.42
H 0.04 1.11 -0.96
H 1.87 -0.53 -1.83
H 0.38 -0.25 -2.69
H 0.57 -1.71 -1.71
H -1.85 -0.39 -0.72
H -0.88 -1.50 0.28
H -1.88 1.80 2.05
*
```

As for the total energy: -9442.5961 eV. The calculation puts the LUMO energy at 0.9 eV. For the frontier orbital gap, the calculation gives 11.41 eV. The highest occupied orbital energy is -10.6 eV. As for the SMILES: CC(C)CC(=O)O. The relative energy (zero: lowest compared OMol25 entry of this formula, charge and spin) comes out at 10.3 kcal per mole.

***

> Which value of relative energy (zero: lowest compared OMol25 entry of this formula, charge and spin) does entry 4 give?

10.3 kcal per mole

***

> Which value of total energy does entry 4 give?

-9442.5961 eV